A 9-piece molecular cluster, C51H84N9O3 overall in a non-equilibrium geometry. Source: the Open Molecules 2025 dataset; level of theory: ωB97M-V with the def2-TZVPD basis set.

Summary:
- Highest occupied orbital energy (spin up / spin down): -7.844 / -7.844 eV
- Multiplicity: 4
- <S²>: 3.7656
- Charge: 0

```
147
Properties=species:S:1:pos:R:3:mulliken_spin:R:1
C -6.843 2.573 3.556 0.02
C -6.418 1.320 4.296 0.02
C -7.540 0.217 3.982 0.00
C -7.504 -0.266 2.548 0.00
C -6.112 -0.860 2.355 0.01
C -4.872 0.108 2.592 0.04
N -5.047 0.804 3.925 0.32
O -3.904 1.683 4.205 0.60
C -3.717 -0.818 2.753 -0.01
C -4.674 0.979 1.324 0.01
C -6.574 1.524 5.825 0.01
H -7.816 2.972 3.843 0.00
H -6.750 2.593 2.470 0.00
H -6.066 3.276 3.857 0.00
H -7.552 -0.596 4.708 0.00
H -8.517 0.696 4.041 0.00
H -7.692 0.535 1.834 0.00
H -8.290 -1.014 2.448 0.00
H -6.073 -1.067 1.286 0.00
H -6.120 -1.832 2.848 0.00
H -2.763 -0.387 3.057 -0.01
H -3.780 -1.604 3.506 -0.01
H -3.662 -1.458 1.872 0.00
H -5.567 1.579 1.150 0.00
H -3.865 1.707 1.391 0.00
H -4.422 0.331 0.485 0.00
H -7.625 1.790 5.935 0.00
H -5.971 2.399 6.068 0.00
H -6.348 0.669 6.462 -0.01
C 1.741 2.250 -4.130 0.01
C 1.300 3.097 -5.350 0.03
C 1.538 4.558 -4.884 0.01
C 1.420 5.653 -5.852 0.00
C 2.360 5.304 -7.049 0.00
C 2.149 3.925 -7.667 0.02
N 2.134 2.927 -6.571 0.29
O 1.973 1.531 -6.971 0.62
C 0.930 4.015 -8.588 0.02
C 3.445 3.724 -8.465 0.01
C -0.188 2.979 -5.551 0.01
H 2.716 2.432 -3.677 -0.01
H 1.596 1.183 -4.301 0.00
H 1.121 2.540 -3.282 0.00
H 0.900 4.712 -4.013 0.00
H 2.501 4.630 -4.378 -0.01
H 1.809 6.560 -5.390 0.00
H 0.371 5.738 -6.134 0.00
H 3.373 5.502 -6.698 0.00
H 2.198 6.061 -7.816 0.00
H 0.618 3.022 -8.912 0.00
H 0.146 4.638 -8.156 0.00
H 1.121 4.507 -9.541 0.00
H 3.512 4.437 -9.287 0.00
H 4.345 3.977 -7.904 0.00
H 3.523 2.741 -8.931 0.00
H -0.587 3.587 -6.363 0.00
H -0.881 3.271 -4.762 0.00
H -0.508 1.957 -5.754 -0.01
C 1.970 -4.271 0.815 0.01
C 1.142 -5.056 1.843 0.03
C 0.610 -6.313 1.092 0.01
C 0.033 -7.418 1.968 -0.01
C 1.046 -7.719 3.023 0.01
C 1.437 -6.552 3.899 0.02
N 1.878 -5.437 3.038 0.32
O 2.389 -4.324 3.794 0.59
C 0.261 -6.203 4.875 0.02
C 2.629 -7.092 4.797 0.01
C -0.114 -4.232 2.140 -0.01
H 1.271 -3.772 0.144 0.00
H 2.531 -4.978 0.204 0.00
H 2.615 -3.514 1.262 0.00
H -0.270 -6.197 0.460 0.00
H 1.400 -6.806 0.527 0.00
H -0.202 -8.374 1.500 0.00
H -0.869 -7.088 2.483 0.00
H 1.927 -8.187 2.584 0.00
H 0.630 -8.467 3.699 0.00
H -0.640 -5.800 4.413 0.00
H -0.048 -7.011 5.539 0.00
H 0.515 -5.319 5.459 0.00
H 3.391 -7.553 4.169 0.00
H 3.070 -6.300 5.403 0.00
H 2.373 -7.923 5.454 0.00
H -0.643 -3.902 1.247 0.00
H 0.214 -3.365 2.714 0.02
H -0.873 -4.675 2.785 0.00
N 1.109 4.468 2.458 0.00
C 1.239 4.817 3.777 0.00
C 0.102 4.603 4.504 0.00
C -0.831 4.115 3.573 0.00
C -0.212 4.054 2.303 0.00
H 1.825 4.272 1.773 0.00
H 2.235 5.094 4.088 0.00
H -0.048 4.844 5.546 0.00
H -1.847 3.822 3.791 0.00
H -0.509 3.635 1.352 0.00
N 2.551 2.507 -0.104 0.00
C 2.717 3.822 -0.462 0.00
C 3.459 4.492 0.436 0.00
C 3.988 3.546 1.276 0.00
C 3.386 2.276 1.002 0.00
H 1.981 1.793 -0.534 0.00
H 2.142 4.244 -1.273 0.00
H 3.743 5.529 0.532 0.00
H 4.678 3.687 2.095 0.00
H 3.599 1.298 1.406 0.00
N 1.230 1.350 4.095 0.00
C 0.228 0.477 4.461 0.00
C 0.657 -0.811 4.125 0.01
C 2.001 -0.727 3.721 0.00
C 2.378 0.634 3.869 0.00
H 1.058 2.345 4.118 0.00
H -0.679 0.905 4.863 0.00
H 0.114 -1.738 4.231 0.00
H 2.634 -1.523 3.357 0.00
H 3.262 1.222 3.668 0.00
N -0.364 -0.711 -6.059 0.00
C -0.959 -0.905 -4.874 0.00
C -1.883 -1.901 -4.857 0.00
C -1.681 -2.548 -6.084 0.00
C -0.778 -1.796 -6.767 0.00
H 0.428 -0.133 -6.302 0.00
H -0.762 -0.258 -4.032 0.00
H -2.436 -2.258 -4.000 0.00
H -2.233 -3.392 -6.470 0.00
H -0.270 -1.990 -7.700 0.00
N 6.050 -0.969 -0.998 0.00
C 6.443 -2.248 -1.294 0.00
C 5.312 -3.007 -1.448 0.00
C 4.220 -2.196 -1.147 0.00
C 4.694 -0.922 -0.977 0.00
H 6.700 -0.219 -0.809 0.00
H 7.487 -2.520 -1.245 0.00
H 5.299 -4.086 -1.486 0.00
H 3.193 -2.515 -1.038 0.00
H 4.173 -0.043 -0.627 0.00
N 0.301 0.030 1.213 0.00
C 1.247 -0.715 0.521 0.00
C 1.178 -0.475 -0.819 0.00
C 0.086 0.408 -0.982 0.00
C -0.483 0.707 0.261 0.00
H 0.255 0.052 2.222 0.00
H 1.956 -1.298 1.090 0.00
H 1.793 -0.855 -1.621 0.00
H -0.181 0.873 -1.920 0.00
H -1.242 1.377 0.636 0.00
```

---

C51H89GeN2P2PdSSeSi as an isolated structure. Source: the Open Molecules 2025 dataset; level of theory: ωB97M-V with the def2-TZVPD basis set.

Summary:
- Highest occupied orbital energy (spin up / spin down): -14.102 / -16.191 eV
- Relative energy (zero: lowest compared OMol25 entry of this formula, charge and spin): 0.568 eV
- Multiplicity: 5
- <S²>: 6.0127
- Charge: +3

```
149
Properties=species:S:1:pos:R:3:mulliken_spin:R:1
Pd -0.114 0.163 0.485 0.62
C -1.097 0.795 4.365 0.05
Si -0.005 0.330 2.932 0.54
C 0.449 -1.519 2.981 0.12
C 1.270 -1.837 4.069 0.02
C 1.678 -3.139 4.304 0.02
C 1.273 -4.155 3.449 0.01
C 0.460 -3.865 2.364 -0.02
C 0.047 -2.558 2.107 0.01
P -1.039 -2.100 0.728 0.15
C -2.775 -2.307 1.300 0.02
C -3.235 -1.147 2.187 0.07
C -4.754 -1.216 2.434 0.00
C -5.267 -2.664 2.458 0.00
C -4.183 -3.583 3.005 0.01
C -2.997 -3.660 2.027 0.03
C -0.976 -2.966 -0.904 0.07
C -1.741 -4.284 -1.115 0.03
C -0.984 -5.537 -0.692 0.00
C 0.406 -5.576 -1.327 0.00
C 1.198 -4.298 -1.058 0.01
C 0.428 -3.056 -1.509 0.00
C 1.594 1.290 3.089 0.18
C 1.887 1.943 4.294 0.04
C 3.110 2.565 4.502 0.00
C 4.080 2.523 3.512 0.03
C 3.806 1.893 2.307 0.00
C 2.563 1.314 2.068 -0.01
P 2.300 0.503 0.449 0.10
C 3.659 -0.726 0.399 0.12
C 3.702 -1.539 -0.898 0.01
C 4.955 -2.419 -0.921 0.00
C 5.008 -3.331 0.302 0.00
C 4.931 -2.519 1.594 0.00
C 3.668 -1.656 1.615 0.02
C 2.576 1.677 -0.948 -0.03
C 1.598 2.874 -0.887 0.04
C 2.177 4.108 -0.196 0.01
C 3.479 4.532 -0.867 0.00
C 4.516 3.425 -0.730 0.00
C 4.014 2.109 -1.331 0.03
H -0.712 0.305 5.265 0.03
H -2.134 0.489 4.238 -0.01
H -1.081 1.874 4.535 0.00
H 1.594 -1.056 4.750 0.01
H 2.311 -3.362 5.154 0.00
H 1.584 -5.175 3.629 0.00
H 0.148 -4.671 1.718 0.00
H -3.356 -2.278 0.371 0.02
H -2.976 -0.191 1.723 0.03
H -2.697 -1.208 3.136 -0.02
H -5.281 -0.653 1.660 0.00
H -4.976 -0.735 3.389 0.00
H -5.547 -2.989 1.452 0.00
H -6.167 -2.725 3.068 0.00
H -4.569 -4.589 3.164 0.00
H -3.850 -3.213 3.978 0.00
H -3.193 -4.437 1.289 0.00
H -2.105 -3.956 2.581 -0.01
H -1.536 -2.194 -1.451 0.03
H -1.921 -4.345 -2.194 0.00
H -2.722 -4.240 -0.645 0.00
H -1.553 -6.412 -1.005 0.00
H -0.918 -5.592 0.398 -0.01
H 0.298 -5.711 -2.407 0.00
H 0.964 -6.437 -0.955 0.00
H 2.154 -4.343 -1.586 0.00
H 1.427 -4.215 0.007 0.00
H 0.315 -3.087 -2.597 0.00
H 0.997 -2.163 -1.242 0.07
H 1.164 1.943 5.100 0.00
H 3.313 3.060 5.442 0.00
H 5.050 2.973 3.677 0.00
H 4.583 1.845 1.556 0.00
H 4.553 -0.090 0.434 0.00
H 3.700 -0.881 -1.774 -0.01
H 2.824 -2.180 -0.947 -0.01
H 5.845 -1.781 -0.944 0.00
H 4.966 -3.014 -1.836 0.00
H 5.923 -3.922 0.283 0.00
H 4.167 -4.034 0.270 0.00
H 5.813 -1.878 1.685 0.00
H 4.927 -3.184 2.460 0.00
H 3.615 -1.085 2.543 0.00
H 2.789 -2.309 1.573 0.01
H 2.239 1.031 -1.766 0.05
H 0.673 2.573 -0.387 0.00
H 1.326 3.147 -1.913 0.00
H 2.364 3.897 0.863 0.00
H 1.447 4.920 -0.248 0.00
H 3.855 5.453 -0.421 0.00
H 3.292 4.740 -1.925 0.00
H 4.772 3.317 0.323 0.00
H 5.434 3.702 -1.248 0.00
H 4.724 1.303 -1.136 0.00
H 3.998 2.240 -2.418 0.00
C 4.046 0.790 -6.353 0.00
C 2.838 -0.064 -5.983 0.00
C 2.219 0.360 -4.654 0.00
C 1.078 -0.568 -4.249 0.00
N 0.401 -0.161 -3.012 0.04
C -0.594 0.713 -2.920 -0.01
S -1.438 0.897 -1.400 0.37
N -0.971 1.398 -3.979 0.02
C -2.093 2.345 -4.097 0.01
C -3.090 1.915 -5.166 0.00
C -3.999 0.746 -4.772 0.00
C -3.339 -0.633 -4.805 0.00
H 4.469 0.470 -7.303 0.00
H 4.829 0.708 -5.597 0.00
H 3.771 1.842 -6.448 0.00
H 3.137 -1.115 -5.919 0.00
H 2.083 0.004 -6.772 0.00
H 1.861 1.393 -4.730 0.00
H 2.987 0.342 -3.873 0.00
H 1.461 -1.574 -4.080 0.00
H 0.335 -0.650 -5.047 0.00
H 0.656 -0.623 -2.153 0.03
H -0.484 1.205 -4.845 0.00
H -1.672 3.322 -4.337 0.00
H -2.579 2.415 -3.127 0.00
H -2.551 1.675 -6.089 0.00
H -3.706 2.789 -5.385 0.00
H -4.840 0.735 -5.465 0.00
H -4.411 0.934 -3.776 0.00
H -2.927 -0.844 -5.794 0.00
H -4.074 -1.409 -4.589 0.00
H -2.538 -0.736 -4.069 0.00
C -6.019 2.626 2.198 0.00
Ge -4.918 4.202 2.433 0.07
C -3.946 4.188 4.109 0.02
C -5.729 5.889 1.973 0.02
C -3.516 3.977 0.884 0.15
Se -2.208 2.706 1.280 0.67
C -0.944 3.885 2.145 0.04
H -6.579 2.423 3.111 0.00
H -5.399 1.756 1.976 0.01
H -6.730 2.772 1.386 0.00
H -4.673 4.242 4.921 0.00
H -3.288 5.052 4.204 0.00
H -3.374 3.267 4.236 0.00
H -6.587 6.051 2.629 0.01
H -6.083 5.881 0.943 0.00
H -5.029 6.712 2.113 0.00
H -3.073 4.955 0.698 0.01
H -4.114 3.636 0.039 0.01
H -1.384 4.213 3.085 0.02
H -0.766 4.735 1.490 0.01
H -0.022 3.336 2.324 -0.02
```

---

Number 1: molecular weight 871.29 g/mol, calculated total energy -2711.81152 a.u.. Number 2: molecular weight 1110.38 g/mol, calculated total energy -8082.00892 a.u..